{"formula": "C5H8O", "method": "ωB97M-V/def2-TZVPD", "relative_energy_kcal_mol": 23.06, "e_lumo_ev": 1.1, "largest_force_ev_per_a": 0.41, "multiplicity": 1, "smiles": "CC(=O)C1CC1", "elements": ["C", "C", "O", "C", "C", "C", "H", "H", "H", "H", "H", "H", "H", "H"], "positions_angstrom": [[1.46580, -1.03428, -0.94256], [0.14757, -0.28682, -0.90770], [-0.77919, -0.70315, -1.57185], [-0.04882, 0.82367, 0.08966], [-1.46735, 1.07976, 0.49159], [-0.57054, 0.31774, 1.41690], [1.78033, -1.19615, -1.97790], [2.26720, -0.56467, -0.36917], [1.25938, -2.02469, -0.51827], [0.67613, 1.63623, 0.10956], [-2.20477, 0.51563, -0.06908], [-1.76849, 2.08087, 0.78231], [-0.22035, 0.80063, 2.32354], [-0.70939, -0.75626, 1.50156]], "atomic_forces_ev_per_a": [[0.088, 0.014, -0.012], [-0.268, -0.298, -0.087], [0.268, 0.198, 0.106], [0.067, 0.009, -0.141], [-0.158, 0.096, -0.028], [0.036, -0.129, 0.226], [-0.071, 0.095, 0.155], [-0.120, 0.027, -0.064], [0.107, 0.164, -0.032], [-0.070, -0.268, -0.027], [0.066, 0.111, 0.110], [0.144, -0.115, -0.081], [-0.025, -0.049, -0.151], [-0.064, 0.145, 0.026]]}